(1)
{"formula": "C31H44F9N2O14S6", "method": "ωB97M-V with the def2-TZVPD basis set", "symbols": ["C", "C", "C", "C", "N", "C", "C", "N", "C", "O", "O", "S", "O", "O", "C", "F", "F", "C", "F", "F", "C", "F", "F", "C", "F", "F", "F", "H", "H", "H", "H", "C", "C", "C", "S", "O", "O", "C", "H", "H", "H", "H", "H", "H", "H", "H", "C", "C", "C", "S", "O", "O", "C", "H", "H", "H", "H", "H", "H", "H", "H", "C", "C", "C", "S", "O", "O", "C", "H", "H", "H", "H", "H", "H", "H", "H", "C", "C", "C", "S", "O", "O", "C", "H", "H", "H", "H", "H", "H", "H", "H", "C", "C", "C", "S", "O", "O", "C", "H", "H", "H", "H", "H", "H", "H", "H"], "coordinates": [[-0.808, -3.983, -1.114], [0.024, -4.714, -1.956], [1.492, -5.068, -1.588], [2.341, -3.862, -1.899], [3.127, -3.071, -2.179], [1.866, -6.330, -2.422], [0.727, -7.306, -2.430], [0.000, -8.126, -2.079], [1.987, -5.829, -3.943], [3.033, -5.384, -4.388], [0.912, -5.958, -4.588], [3.457, -7.134, -1.979], [4.474, -6.116, -1.895], [3.760, -8.063, -3.047], [3.365, -8.207, -0.436], [2.120, -8.401, 0.022], [3.798, -9.412, -0.819], [4.257, -7.813, 0.776], [5.507, -7.565, 0.362], [4.373, -8.903, 1.552], [3.795, -6.591, 1.595], [3.625, -5.510, 0.848], [4.795, -6.298, 2.450], [2.516, -6.793, 2.461], [1.400, -6.565, 1.807], [2.434, -7.985, 3.034], [2.572, -5.893, 3.452], [-1.668, -4.429, -0.607], [-0.618, -2.915, -1.017], [-0.378, -5.007, -2.934], [1.497, -5.210, -0.507], [1.222, -0.086, 1.733], [1.402, -0.558, 3.183], [0.599, -1.852, 3.345], [0.549, -2.615, 1.721], [-0.818, -2.617, 1.260], [1.356, -3.811, 1.728], [1.431, -1.321, 0.865], [1.923, 0.706, 1.475], [0.211, 0.301, 1.592], [2.447, -0.755, 3.370], [1.078, 0.196, 3.897], [1.069, -2.538, 4.048], [-0.427, -1.654, 3.652], [1.040, -1.212, -0.143], [2.484, -1.604, 0.830], [-2.135, 3.068, -0.205], [-2.354, 3.308, -1.703], [-1.409, 2.364, -2.459], [-1.156, 0.945, -1.392], [0.231, 0.914, -0.988], [-1.808, -0.207, -1.960], [-2.132, 1.553, -0.022], [-2.908, 3.539, 0.394], [-1.171, 3.483, 0.100], [-3.386, 3.079, -1.960], [-2.172, 4.347, -1.977], [-1.837, 2.028, -3.397], [-0.439, 2.824, -2.638], [-1.688, 1.230, 0.917], [-3.136, 1.141, -0.124], [-4.457, 5.376, -7.033], [-4.922, 3.956, -7.378], [-4.208, 2.993, -6.422], [-3.878, 3.927, -4.926], [-2.451, 4.067, -4.777], [-4.712, 3.435, -3.861], [-4.539, 5.482, -5.514], [-5.070, 6.133, -7.520], [-3.424, 5.516, -7.361], [-6.003, 3.883, -7.236], [-4.712, 3.703, -8.417], [-4.825, 2.132, -6.174], [-3.253, 2.660, -6.825], [-3.958, 6.306, -5.105], [-5.574, 5.549, -5.178], [5.814, -0.063, 7.291], [6.650, 0.198, 6.032], [5.691, 0.196, 4.835], [4.096, 0.719, 5.471], [3.171, -0.380, 5.351], [3.780, 2.030, 4.964], [4.600, 0.855, 7.182], [6.380, 0.131, 8.201], [5.491, -1.107, 7.309], [7.135, 1.173, 6.114], [7.434, -0.547, 5.906], [6.007, 0.888, 4.058], [5.572, -0.802, 4.417], [3.777, 0.564, 7.831], [4.873, 1.894, 7.365], [-5.122, 8.120, 1.605], [-5.340, 8.358, 0.105], [-4.398, 7.414, -0.652], [-4.144, 5.995, 0.419], [-2.761, 5.966, 0.821], [-4.800, 4.846, -0.148], [-5.119, 6.605, 1.789], [-5.896, 8.594, 2.207], [-4.157, 8.534, 1.908], [-6.376, 8.129, -0.152], [-5.158, 9.397, -0.169], [-4.829, 7.077, -1.591], [-3.427, 7.874, -0.831], [-4.673, 6.284, 2.727], [-6.124, 6.194, 1.689]], "forces_ev_per_angstrom": [[1.22, -0.07, -1.22], [-1.19, 0.18, 0.77], [-0.31, 2.40, -1.16], [0.71, -1.51, 0.14], [-0.47, 0.45, 0.27], [-0.98, 0.01, -0.03], [1.22, 0.29, 1.40], [-0.19, -0.04, -0.53], [-0.31, 0.05, -3.20], [0.65, -0.01, 1.18], [-0.02, -0.28, 1.59], [1.91, 0.98, -4.04], [-0.96, -0.16, 1.82], [-1.19, -0.48, 1.28], [0.05, -0.77, 0.56], [-0.37, 0.57, 0.01], [0.36, -0.05, -0.25], [0.52, 0.12, -0.77], [0.17, 0.35, -0.44], [-0.50, -0.09, 0.56], [-0.06, -0.14, 0.77], [-0.29, 0.02, -0.69], [0.28, -0.37, 0.32], [-0.32, 0.87, 0.81], [-0.23, -0.16, -0.69], [0.24, -0.58, -0.03], [0.15, 0.13, 0.18], [-0.97, 0.62, -1.59], [0.83, -0.51, 1.72], [0.00, -1.92, 0.84], [0.13, -0.16, -0.15], [-0.11, -0.15, 0.24], [-0.31, 0.07, -0.56], [0.12, 0.22, 0.41], [0.31, 0.54, -0.13], [-0.10, -0.09, 0.66], [-0.29, -0.24, -0.07], [0.09, 0.31, -0.05], [-0.05, 0.00, -0.05], [0.04, 0.01, -0.09], [0.08, -0.08, -0.07], [0.06, -0.02, 0.04], [-0.08, -0.10, -0.07], [-0.04, -0.09, -0.11], [0.00, -0.12, 0.00], [-0.04, -0.10, -0.03], [0.18, -0.09, -0.06], [0.00, -0.13, 0.25], [-0.11, 0.40, -0.06], [-0.39, 0.11, -0.02], [-0.06, -0.15, -0.12], [0.33, -0.11, 0.03], [-0.09, 0.30, 0.20], [0.10, -0.15, -0.03], [-0.02, -0.03, 0.06], [0.00, 0.01, 0.03], [0.02, -0.02, -0.03], [0.12, -0.14, 0.00], [0.04, -0.12, 0.02], [0.04, -0.14, -0.08], [0.04, -0.07, -0.05], [0.04, -0.08, -0.04], [-0.04, 0.06, 0.02], [-0.14, -0.09, -0.42], [-0.31, 0.00, -0.22], [-0.05, 0.03, 0.12], [0.17, 0.02, 0.07], [-0.07, 0.28, -0.27], [0.02, 0.00, 0.01], [-0.01, 0.03, 0.03], [0.02, 0.01, 0.02], [0.00, -0.02, 0.02], [0.11, -0.02, 0.15], [0.05, 0.03, 0.12], [0.05, -0.11, 0.12], [0.02, -0.05, 0.05], [0.02, -0.06, -0.08], [0.01, 0.04, 0.06], [0.42, -0.11, -0.02], [0.21, 0.12, 0.11], [0.21, 0.20, 0.40], [-0.23, -0.14, -0.05], [0.20, -0.10, 0.32], [-0.02, -0.01, 0.00], [-0.03, 0.02, 0.03], [-0.02, 0.00, 0.00], [-0.01, 0.01, -0.02], [-0.17, -0.01, -0.06], [-0.12, 0.03, 0.01], [-0.10, 0.04, -0.13], [-0.05, 0.01, -0.06], [0.06, 0.03, -0.07], [-0.05, 0.00, 0.04], [-0.16, 0.40, -0.17], [-0.32, 0.16, 0.03], [-0.03, -0.07, -0.06], [0.18, -0.04, 0.04], [-0.13, 0.31, 0.23], [0.01, -0.01, 0.00], [-0.01, -0.03, 0.03], [0.02, -0.02, 0.01], [0.00, -0.02, -0.01], [0.11, -0.15, 0.02], [0.05, -0.11, 0.06], [0.07, -0.13, -0.09], [0.04, -0.06, -0.04]], "homo_energy_ha": -0.1637, "total_charge": -1, "lumo_energy_ev": 1.23, "relative_energy_kcal_mol": 0.0, "energy_ev": -153968.81512}


(2)
{"formula": "C13H26Cl2F9N2O9S", "method": "ωB97M-V with the def2-TZVPD basis set", "symbols": ["N", "H", "H", "H", "H", "N", "H", "H", "H", "H", "C", "F", "F", "F", "S", "O", "O", "O", "O", "C", "C", "O", "H", "H", "H", "H", "C", "C", "O", "C", "O", "C", "F", "F", "F", "H", "H", "H", "H", "H", "C", "C", "O", "C", "O", "C", "F", "F", "F", "H", "H", "H", "H", "H", "Cl", "C", "C", "Cl", "H", "H", "H", "H"], "coordinates": [[-0.157, 0.456, -0.186], [0.635, -0.101, -0.472], [-0.426, 0.222, 0.759], [-0.881, 0.020, -0.739], [-0.054, 1.453, -0.308], [-3.948, -1.129, -0.625], [-4.749, -0.514, -0.657], [-3.748, -1.343, 0.341], [-3.098, -0.867, -1.103], [-4.352, -1.931, -1.087], [-1.884, -2.024, 4.197], [-2.614, -0.955, 4.423], [-0.722, -1.981, 4.964], [-2.640, -3.070, 4.630], [-1.327, -2.181, 2.300], [-0.665, -3.479, 2.144], [-2.566, -2.043, 1.550], [-0.523, -1.002, 2.069], [1.415, -1.612, -1.357], [0.773, -1.386, -2.602], [-0.812, -1.420, -2.798], [-1.737, -0.603, -2.091], [1.073, -2.145, -3.325], [1.133, -0.442, -3.011], [-1.166, -2.438, -2.631], [-1.005, -1.214, -3.850], [3.108, -1.463, 1.941], [2.425, -2.202, 3.086], [3.245, -3.228, 3.676], [3.409, -4.427, 3.208], [2.809, -4.919, 2.243], [4.401, -5.267, 4.067], [5.546, -5.324, 3.401], [4.613, -4.777, 5.304], [3.956, -6.485, 4.180], [3.411, -2.040, 1.068], [3.948, -0.840, 2.249], [2.314, -0.859, 1.502], [1.599, -2.722, 2.602], [2.018, -1.555, 3.863], [0.619, 3.537, -5.312], [0.472, 3.202, -3.806], [1.780, 3.173, -3.217], [1.869, 2.898, -1.852], [0.885, 2.744, -1.102], [3.337, 2.688, -1.305], [3.708, 3.599, -0.342], [3.384, 1.457, -0.678], [4.237, 2.755, -2.260], [1.112, 2.724, -5.846], [1.171, 4.453, -5.524], [-0.354, 3.585, -5.801], [-0.016, 2.239, -3.661], [-0.107, 3.911, -3.213], [-2.564, 3.036, -0.194], [-4.065, 4.007, -0.544], [-4.622, 4.652, 0.781], [-6.151, 5.498, 0.483], [-4.879, 3.460, -1.021], [-3.780, 4.824, -1.207], [-3.984, 5.469, 1.119], [-4.808, 3.929, 1.576]], "forces_ev_per_angstrom": [[-0.50, 0.92, 1.59], [1.83, -1.36, -0.57], [0.40, -0.21, 0.65], [-1.51, -0.34, -2.06], [-0.01, -0.25, -0.27], [-3.06, -0.72, 0.67], [0.37, 1.03, -0.06], [0.64, -0.53, 0.87], [2.74, 0.83, -2.07], [0.62, -0.77, -0.06], [1.43, -1.47, -0.71], [0.11, 0.81, 0.06], [-1.68, 0.05, -0.75], [0.86, 0.42, -0.40], [0.20, -1.32, -0.48], [-0.96, 1.78, 0.99], [-1.07, -0.38, 0.46], [0.67, 0.12, 1.23], [-1.64, 0.98, -0.89], [-0.11, -0.27, 1.91], [-0.58, -0.02, 0.83], [0.05, 0.62, 1.11], [0.17, -0.41, -0.51], [0.03, 0.89, -0.53], [0.41, -0.70, -0.01], [0.42, -0.02, -0.68], [-0.16, 0.43, 0.09], [-0.68, -0.88, -2.24], [1.32, 0.72, 1.65], [-2.71, -0.89, -2.42], [1.96, 0.83, 2.32], [-0.67, 1.31, -0.54], [1.05, 0.13, -0.01], [0.12, -0.04, -0.40], [-0.53, -1.40, 0.38], [-0.02, -0.61, 0.38], [-0.05, 0.11, 0.11], [0.06, 0.40, 0.11], [-0.25, 0.00, 0.28], [0.51, -0.21, 0.14], [-0.06, -0.46, 0.51], [-0.46, 0.16, -0.38], [1.50, -0.69, 2.90], [-3.17, -0.28, -0.16], [3.45, 1.23, -2.54], [-0.06, -0.86, 1.56], [-0.90, -0.61, -1.07], [-0.13, 1.81, -1.23], [0.07, -0.20, -0.20], [0.27, -0.08, 0.28], [-0.07, 0.05, 0.27], [-0.19, 0.23, 0.32], [0.15, -0.19, -0.06], [-0.15, 0.28, -0.37], [-1.15, 0.42, -0.25], [-0.24, 0.97, 1.28], [0.83, -0.19, -0.65], [-0.57, 0.00, -0.36], [0.46, -0.51, 0.07], [0.10, -0.19, 0.00], [0.33, -0.52, 0.11], [0.22, 0.01, -0.20]], "homo_energy_ha": -0.1096, "total_charge": -1, "lumo_energy_ev": 1.80, "relative_energy_kcal_mol": 0.0, "energy_ev": -95647.26429}


(3)
{"formula": "C3H9N3O", "method": "ωB97M-V with the def2-TZVPD basis set", "symbols": ["N", "C", "N", "C", "O", "C", "N", "H", "H", "H", "H", "H", "H", "H", "H", "H"], "coordinates": [[-2.504, 0.899, -0.149], [-1.289, 1.025, -0.970], [-0.103, 0.707, -0.166], [0.068, -0.527, 0.349], [-0.751, -1.436, 0.436], [1.423, -0.709, 1.038], [2.536, -0.958, 0.145], [-2.473, 0.036, 0.384], [-3.328, 0.708, -0.713], [-1.320, 0.253, -1.752], [-1.162, 2.071, -1.244], [0.518, 1.449, 0.094], [1.707, 0.115, 1.718], [1.319, -1.631, 1.620], [2.856, -0.182, -0.412], [2.504, -1.818, -0.375]], "forces_ev_per_angstrom": [[-0.40, -0.02, 0.34], [-0.11, -0.97, 1.26], [-1.31, -0.11, -0.92], [0.78, -0.19, 2.12], [-0.01, 0.69, -1.13], [0.50, -0.78, -0.04], [0.58, 0.22, 0.13], [0.56, 0.02, 0.13], [0.14, 0.53, -0.42], [0.20, 0.75, -0.45], [-0.19, -0.26, -0.72], [0.18, -0.08, 0.02], [-0.39, -0.20, -0.30], [-0.12, 0.38, 0.19], [-0.19, -0.02, -0.12], [-0.22, 0.05, -0.09]], "homo_energy_ha": -0.3286, "smiles": "NCNC(=O)CN", "lumo_energy_ev": 0.77, "relative_energy_kcal_mol": 20.2, "energy_ev": -9774.66268}